[1]
Formula: C7H16O2
Source: the OMol25 dataset
Level of theory: ωB97M-V/def2-TZVPD

```
25
Properties=species:S:1:pos:R:3
H -3.07372 -1.16790 0.74920
H 0.45710 -0.42397 -1.95471
C 1.39841 -0.38025 -1.40408
H 2.13107 2.14688 0.14594
H -1.74308 0.69703 -2.52060
H -1.10338 0.05789 1.54714
H 0.35158 -1.82546 1.58446
H 1.91273 0.54543 -1.66092
C 1.55523 1.91274 1.03850
H 2.21428 1.53754 1.81725
O -1.98432 0.87293 -1.61979
H 2.16158 -0.45538 0.58344
H 1.16687 -2.62489 0.24435
H -0.17664 1.28220 -0.06752
H -2.05419 -1.19600 -1.48795
C 0.47657 0.88376 0.72386
C -2.64868 -0.27108 0.33497
C 1.18073 -0.47594 0.10022
H -2.91247 0.66401 0.79860
C 0.52137 -1.78742 0.50987
H 1.07943 2.82415 1.39602
C -2.24928 -0.27528 -0.95035
H -0.41597 -1.95386 -0.01998
O -0.26709 0.62404 1.86073
H 2.02186 -1.21117 -1.74863
```

Summary:
Relative energy (zero: lowest compared OMol25 entry of this formula, charge and spin), kJ/mol: 204.5
Highest occupied orbital energy, eV: -9.20
E_tot, eV: -11612.1312
SMILES string: CC(C)[C@H](C)O.C=CO
Gap between HOMO and LUMO, eV: 9.788
Charge: 0



[2]
Formula: C26H32N3SbV
Source: the OMol25 dataset
Level of theory: ωB97M-V/def2-TZVPD

```
63
Properties=species:S:1:pos:R:3
C 3.30661 -0.91064 2.83197
H -2.70089 3.89556 1.75137
C 6.41671 -2.29154 -1.64693
Sb 1.21661 -1.29064 0.46517
H -3.67369 2.12096 3.18627
C -3.51219 0.59856 1.67187
H 0.78161 0.25476 3.44207
H 1.03901 1.76886 -0.10143
H -4.37569 2.45766 -2.39433
H -0.00489 -4.21574 3.17207
C -1.38259 2.13366 -3.99293
H -0.69139 1.24226 3.17127
C -1.61779 3.00406 -5.06063
H -3.24999 -0.71764 0.00477
H -0.83719 0.46496 0.83187
H -0.79559 -0.52874 3.05227
C -2.83499 3.67326 -5.16193
H 3.77671 -0.41474 0.81167
C 3.23571 -1.22964 1.34157
C -0.89369 -1.29064 -2.32813
C -2.13399 0.99896 -1.86003
H 4.36761 -0.90064 3.16247
C 0.51041 -3.28924 2.83907
C -2.42089 2.59046 0.05777
H 0.70461 -3.94484 0.81787
H 1.58851 -3.43854 3.02617
H -0.84859 3.15846 -5.81353
N 6.91441 -3.15884 -1.05673
C -1.51969 -0.13494 -2.09183
H 3.93591 -2.71694 -0.07783
C 3.94081 -2.54634 1.01987
H -0.41799 1.63206 -3.93863
H 2.90541 0.10136 3.01697
N 3.22541 -1.29064 -2.32813
C -2.56309 1.29316 -0.46103
C 0.14771 0.42256 1.34667
H 0.14251 -2.44884 3.45137
C 0.91001 1.69776 0.99977
H -1.37589 -2.93834 -0.06573
C -3.36519 1.89086 2.16957
V 1.21661 -1.29064 -2.32813
H -3.01709 4.34886 -5.99393
N 5.83741 -1.18884 -2.39743
H 3.42721 -3.39574 1.51307
H 0.34601 2.59046 1.34247
H -1.72389 -3.95804 1.37647
C -1.22699 -3.02644 1.03137
C 4.38631 -1.26634 -2.34463
C -3.81909 3.47326 -4.19723
H 4.99721 -2.51374 1.36147
H -3.93699 -0.18064 2.30017
H 1.21661 0.46186 -2.32813
H 1.91071 1.69376 1.47657
H -1.70569 -2.15724 1.52657
H 2.75881 -1.64624 3.44327
C -2.81979 2.88686 1.36357
C 0.26671 -3.07054 1.34687
H -1.98879 3.38556 -0.54733
C -0.14009 0.33516 2.84377
C -3.58589 2.60306 -3.12923
C -3.11429 0.30036 0.36577
H -4.77119 3.99196 -4.27633
C -2.36399 1.92106 -3.01073
```

Summary:
2S+1: 4
Highest occupied orbital energy (alpha / beta), eV: 0.33 / 0.27
E_tot, eV: -64170.9783
Gap between HOMO and LUMO (alpha / beta), eV: 4.330 / 4.383
Charge: -2



[3]
Formula: H44NO20
Source: the OMol25 dataset
Level of theory: ωB97M-V/def2-TZVPD

```
65
Properties=species:S:1:pos:R:3
H 0.85294 -0.42853 2.87957
H 3.64262 1.33774 0.81513
H -0.02003 2.24834 4.63168
H -0.21858 -4.06633 3.53720
H -0.89405 -1.27470 1.94714
H 1.33083 3.07572 -3.75257
O 0.61713 1.73623 4.11663
H -0.02720 -0.39973 -4.93075
H 3.54226 -3.23681 0.26161
H 2.78901 -2.16844 -3.95801
H 1.42108 -1.36143 -0.61767
N -1.48768 1.63332 -1.17509
O 0.85891 2.43968 -3.19573
H -2.56507 -1.56642 -1.26630
H 2.03132 -0.00868 3.37897
H -3.94486 -1.13002 2.29611
H 2.57646 0.25423 1.30220
O 1.77305 -0.68084 2.71895
H -1.48561 -0.39440 0.88061
O -3.25524 -0.91319 -1.59775
H -1.82387 -3.79614 1.40134
O -1.21633 -0.63488 4.22105
O -3.27046 2.68002 -2.68532
H 4.26043 1.45493 -2.28770
O 0.88074 -1.45458 -1.40817
O -1.67953 -2.94199 -1.03465
O -0.95391 -3.61186 3.10266
H 0.90517 2.32292 3.37471
H -3.78291 3.45091 -2.41957
H 0.03865 -1.80035 -1.10732
H -1.53677 -0.88388 5.09183
H 1.86352 3.45138 -1.88819
O 0.50229 -0.07769 -4.20040
O 3.04344 -3.04419 -0.53250
O 1.86183 -2.36659 -3.79582
H -1.92875 4.00071 1.96385
O 0.96779 2.95686 1.58022
O -1.78983 3.39048 1.23455
H -0.78910 -2.73576 3.45538
O -2.78213 -3.88716 1.24433
H -1.83520 0.69105 -1.43646
O 4.21374 1.64809 -1.34357
O 2.70941 1.18121 1.01820
H 3.53049 2.36245 -1.35538
H 2.68844 4.48476 -0.95156
H 1.78888 -2.59252 -2.86371
H -1.11689 -3.44687 -1.63463
H -2.71566 -4.87153 1.21632
H -2.47278 -3.46406 -0.87652
H -3.93112 2.07364 -3.09132
H -2.94101 -2.20870 1.90109
H 0.88950 1.57050 -3.63090
H -3.82487 -1.05825 -0.82722
H -1.16482 2.19710 -1.96184
H 1.26613 3.76119 1.14346
H 3.56300 -2.69228 -1.25431
O -3.07861 -1.24593 1.89664
O 2.71290 3.90989 -1.71960
H -0.56803 0.07184 4.32715
H 1.71871 2.31880 1.34079
H -0.73165 1.45552 -0.48968
H 1.17173 -0.72748 -3.92388
H -0.99640 2.89283 1.42974
O -0.64148 -0.72082 1.19966
H -2.25732 2.13547 -0.70852
```

Summary:
Relative energy (zero: lowest compared OMol25 entry of this formula, charge and spin), kJ/mol: 0.0
Highest occupied orbital energy, eV: -13.01
E_tot, eV: -43150.8410
Gap between HOMO and LUMO, eV: 10.743
Charge: +1



[4]
Formula: C56H78N6O24
Source: the OMol25 dataset
Level of theory: ωB97M-V/def2-TZVPD

```
164
Properties=species:S:1:pos:R:3
H -2.65624 -12.88429 10.19708
H -4.21057 -21.36535 14.09213
H 4.00055 -21.16214 18.46816
H 2.86032 -20.29443 17.38767
O -0.78540 -15.43634 10.46889
C 1.79255 -12.42857 17.15049
C -1.21273 -16.52266 16.32814
H -2.66051 -14.41371 12.80967
C -1.35815 -18.72743 16.68431
H -0.26943 -16.67631 18.39492
H -2.54446 -12.75263 12.59888
H -5.04294 -18.16608 23.49645
C 4.55578 -16.56471 18.33626
C 2.93941 -20.84009 18.31692
H -6.35630 -19.27115 19.17393
C -6.28118 -19.12197 18.09376
O 0.84392 -14.32960 18.13131
H -5.50788 -16.16201 16.02481
C 1.14338 -13.36390 19.12783
C -2.65335 -10.24839 13.90413
C -5.73579 -15.64259 18.15537
H 3.20843 -18.12014 12.72008
C 2.30426 -20.06476 19.46687
H -2.60295 -10.11279 15.00283
C 1.94355 -18.03277 22.19122
C -0.90618 -14.02325 10.82972
H -5.30905 -22.21997 19.90183
C -6.15236 -15.62829 16.69244
C -4.38248 -18.40344 12.54676
C -3.25338 -21.48073 20.22599
O 2.27540 -20.85055 20.61617
O -1.63489 -18.13012 17.83400
N -3.90023 -10.21844 13.40130
C -1.76563 -10.27768 12.86707
H -4.76660 -15.56108 22.92779
H -5.93879 -20.00354 12.56943
H 5.02473 -15.76183 17.89366
C -3.17550 -18.47648 13.09381
C 2.61620 -17.15161 17.32999
H -0.72483 -10.13203 12.88141
H -2.60531 -17.97014 19.97199
H -1.94318 -16.22336 18.33170
N -0.24192 -17.71869 22.25249
O 0.98974 -14.87469 14.02901
H 0.71190 -18.61782 19.21808
C 0.90144 -18.15660 12.93825
C -3.23336 -17.59092 20.83542
H 5.42769 -17.94374 16.80191
C -3.20086 -11.07726 20.71848
H -2.80096 -22.21881 23.39481
H -2.36179 -17.73090 13.12844
O 2.43957 -16.53333 13.76439
O 0.31028 -16.92707 13.41038
O -5.05091 -12.39800 17.34460
C 0.67643 -18.21946 11.45130
O -1.72970 -10.84385 18.83881
H -7.38161 -19.07557 15.08764
C 1.18741 -16.01496 13.72583
H -2.94038 -20.96366 19.32269
H -4.82686 -17.51109 12.12653
C -1.90467 -15.90487 9.93403
O 1.63011 -12.22883 18.58191
O 3.16871 -16.19687 18.15243
H -2.11991 -10.14045 10.70774
O -2.02970 -17.00159 9.50854
N -3.78933 -18.44445 21.76538
H 0.08835 -13.49498 16.43577
H 1.30377 -11.56020 16.72151
O -1.71020 -12.94806 18.12479
H -6.34425 -15.84308 20.14258
H 1.15849 -17.35839 11.02933
C 1.09559 -13.74777 16.87228
H -2.89385 -16.06080 14.78912
H -8.46115 -18.94296 17.39064
C -1.94156 -11.63327 20.07291
H -1.48907 -13.87105 19.93456
C -2.61873 -15.98100 15.88802
O 1.03056 -13.61428 20.30968
C -5.47878 -18.91366 15.96976
H -3.65229 -19.41175 21.80622
C -4.95888 -19.70353 12.85653
H 5.96151 -16.78034 20.04302
H -2.95312 -10.08263 20.94987
C -2.96534 -13.61528 12.13001
H -1.05060 -11.49489 20.67103
H -3.51832 -11.71285 21.59212
N -2.54573 -21.41183 21.42538
C -3.87932 -10.12936 12.04684
C -4.51446 -21.97488 20.58434
H -0.41291 -14.04377 11.83484
O -1.04857 -11.29456 16.72111
C 0.74310 -18.59697 22.60620
H -0.28771 -13.42633 10.09437
H 4.98368 -18.74453 18.35546
C 0.87198 -19.71263 19.18464
C 4.88848 -16.66101 19.82712
H 0.52650 -19.56246 23.08430
H -4.03098 -13.57737 12.11867
H -4.96067 -18.73158 14.95431
O -1.56442 -19.93551 16.57731
H 1.05810 -19.15961 11.14518
C 2.37706 -17.89553 13.41148
O -0.95547 -17.83496 15.78206
H 4.40490 -17.55784 20.12932
C 1.58703 -16.84354 21.43025
C 4.79093 -17.90240 17.64263
H -7.30634 -16.73506 18.92242
H -5.07386 -16.38703 18.38024
H 0.60392 -20.12173 18.18852
H 3.68133 -13.36286 16.93161
C -3.71931 -16.33006 21.14272
O 1.47263 -17.18347 17.00705
H -4.01086 -11.08740 19.97847
H 0.40629 -18.96599 13.47110
H -3.53316 -15.34556 20.72549
C -4.47803 -17.73784 22.66235
H -7.58392 -15.02661 19.03929
H -4.06631 -19.07084 17.65564
H -2.23722 -19.77727 14.39161
H -3.23985 -16.62478 16.45806
H -3.18440 -13.27718 19.54841
C -2.34650 -13.75129 10.75805
H -5.31279 -22.71848 22.58779
H 3.30503 -12.31658 15.65553
C 0.24274 -16.68412 21.55299
H 2.97755 -19.24359 19.68590
C -5.08154 -18.97594 17.28944
H -4.79204 -10.10766 11.51299
C -5.40148 -13.57088 17.29644
H -2.69814 -14.95840 16.28911
O 3.55472 -18.14690 17.09826
O -6.06156 -14.22464 16.33495
C -7.34863 -19.04263 17.21447
C -4.53522 -22.29599 21.95263
H -1.59531 -21.22762 21.54849
O 0.56004 -21.80925 21.84271
H -0.37817 -18.28225 11.17190
N -6.87504 -18.97575 15.93147
H -0.36592 -15.84656 21.28058
C 3.19317 -12.44623 16.72381
C -2.54961 -10.10408 11.68437
H 4.43978 -15.80901 20.33296
H -7.16309 -16.02649 16.56815
C -4.41910 -16.41931 22.34472
C -1.45299 -11.63772 17.80253
H -1.23245 -17.94633 22.19387
C -3.22968 -22.00537 22.41328
C -6.84806 -15.82195 19.16648
H 2.65415 -18.54362 14.29733
C -2.13907 -13.05081 19.53778
C -4.11641 -20.38378 13.67179
C -1.16415 -16.76337 17.79858
O -5.05713 -14.37406 18.33047
H 2.37048 -16.24013 21.05949
H 1.71775 -14.40124 16.32343
H 3.78946 -11.60481 17.09853
O 0.13427 -20.42760 20.10898
H -4.66353 -10.08392 13.99445
H 2.32686 -21.72418 18.27620
H 2.94698 -18.38700 22.29229
C 0.93206 -21.13413 20.90715
N -2.99438 -19.64816 13.77153
O -2.80059 -14.93709 9.92221
H -0.44857 -15.84459 15.96258
```

Summary:
Relative energy (zero: lowest compared OMol25 entry of this formula, charge and spin), kJ/mol: 0.0
Highest occupied orbital energy, eV: -8.12
E_tot, eV: -117417.2718
Gap between HOMO and LUMO, eV: 8.305
Charge: 0



[5]
Formula: C3H7NO
Source: the OMol25 dataset
Level of theory: ωB97M-V/def2-TZVPD

```
12
Properties=species:S:1:pos:R:3
H -1.42821 1.37380 -0.34488
N -0.48823 1.05271 -0.77612
H -0.92322 0.27005 1.37692
H 1.92031 -0.78151 -0.75106
O 1.55057 0.48214 0.85727
H 1.12043 -1.49004 0.66540
H -2.22510 -0.23838 0.12868
C 1.17962 -0.59151 0.03779
H -0.50189 -1.08496 -1.33975
C -0.19985 -0.34612 -0.59243
H 1.20398 1.26648 0.38595
C -1.20843 0.08735 0.35223
```

Summary:
Relative energy (zero: lowest compared OMol25 entry of this formula, charge and spin), kJ/mol: 402.5
Highest occupied orbital energy, eV: -9.21
E_tot, eV: -6758.5791
SMILES string: OC[C@H]1CN1
Gap between HOMO and LUMO, eV: 10.219
Charge: 0



[6]
Formula: C23H36IrN7O5S3
Source: the OMol25 dataset
Level of theory: ωB97M-V/def2-TZVPD

```
75
Properties=species:S:1:pos:R:3
C -1.68899 -0.50398 -3.22216
C 3.61632 1.21787 0.24017
C -1.67767 0.04488 -1.94594
O 3.23326 0.36923 -4.03857
C -1.91491 -1.86081 -3.39822
C -0.73766 4.40751 0.36233
S -1.89515 -2.56561 -5.06292
H -2.92824 4.19548 1.87566
C 2.02032 -2.81889 3.76399
N 1.91561 -1.28650 -3.14082
H 1.90812 -3.28898 -0.75037
C -3.34359 2.10111 2.29774
O 1.08986 -3.33615 -3.54988
N -1.85441 -0.27058 0.53183
H -2.31338 -2.77679 -0.15917
N 1.22570 1.04821 0.16312
C 1.25052 -3.32672 0.11595
C 1.69723 -2.26350 -4.21637
C 2.59821 -0.13097 -3.13853
H 2.07897 -1.82988 4.20994
O -3.28846 -2.76154 -5.35047
H -1.16728 4.31364 2.92348
S 0.33060 -0.40684 2.72572
H -3.86432 1.28689 1.79512
H -4.06663 3.44131 0.77464
C -2.12415 -2.14431 -1.02286
H 0.30460 -3.62993 -4.08155
H 0.42192 0.45879 -1.65052
H 4.49505 1.43185 0.83278
H 4.66959 0.78909 -1.60556
H -1.52243 0.10585 -4.10160
H 1.27679 3.64311 0.43643
H 2.31033 1.42571 1.90280
H 1.31540 -3.43243 4.32499
H 3.04626 -3.82140 1.29076
C 1.96277 -3.77724 1.40097
C -3.15757 3.27310 1.34973
C -0.54661 3.50256 3.29278
H -2.14100 2.76735 4.55121
H 1.05393 -1.83195 -4.98577
H 0.08554 3.92637 4.07332
H -3.96828 2.39552 3.14319
Ir -0.60690 1.29698 1.29431
O -1.18907 -1.55415 -5.81996
C 2.37640 1.26342 0.83678
C 0.93529 -1.75063 1.79176
H -0.75281 1.68837 4.43092
N 0.29666 3.00196 2.16168
C 1.33661 0.66763 -1.11614
H -1.66404 -1.07002 1.13657
S -1.80716 2.93919 0.14294
H -2.82311 -0.03770 0.74310
H 0.95915 4.94348 1.58517
C -2.15829 -2.67719 -2.29963
C 3.71580 0.85052 -1.09606
C 0.53564 4.05008 1.12052
H 3.00377 -3.28281 3.80397
N 1.61652 -2.71865 2.36974
O -1.13593 -3.79878 -4.86266
H 2.65903 -2.54649 -4.64983
H -2.22388 0.65653 3.21388
C -1.38486 2.37663 3.86835
N -2.03819 1.56427 2.78821
H -1.33292 5.17669 0.85062
C 2.55442 0.49885 -1.75742
H 1.52123 -1.61812 -2.27649
H -0.48952 4.77526 -0.63167
N 0.78681 -1.97475 0.48590
H 0.39617 -3.95300 -0.13848
H -1.53466 1.10892 -1.81903
H 1.61002 -4.74031 1.76582
C -1.85999 -0.78740 -0.85638
H -2.35586 -3.72983 -2.45892
H 0.13125 -1.47802 -0.09893
H 1.21625 2.77864 2.53396
```

Summary:
Relative energy (zero: lowest compared OMol25 entry of this formula, charge and spin), kJ/mol: 60.2
Highest occupied orbital energy, eV: -12.52
E_tot, eV: -80435.4203
Gap between HOMO and LUMO, eV: 5.899
Charge: +2



[7]
Formula: C5H11NO2
Source: the OMol25 dataset
Level of theory: ωB97M-V/def2-TZVPD

```
19
Properties=species:S:1:pos:R:3
H -3.02088 -0.11867 -1.01249
H 0.19482 0.69775 -0.03645
H 1.25724 2.16330 -0.10030
H -1.75224 -1.32832 -1.33181
N -1.69292 0.55911 1.24452
C 0.86666 -0.92026 1.54073
C 0.53870 -0.55140 0.11971
O 0.73610 -1.26311 -0.87583
O 1.78035 0.97719 -1.67982
H 0.28604 -1.79709 1.82906
H -2.71014 0.68854 1.23132
C 1.59230 1.14890 -0.33019
H 0.64449 -0.10711 2.22943
H 1.63727 0.01230 -1.83919
H -1.54878 0.30411 -1.93366
C -1.24204 0.10807 0.15910
H 2.44994 0.88022 0.29341
C -1.94420 -0.28016 -1.09903
H 1.92726 -1.17337 1.59147
```

Summary:
Relative energy (zero: lowest compared OMol25 entry of this formula, charge and spin), kJ/mol: 487.1
Highest occupied orbital energy, eV: -8.37
E_tot, eV: -10944.2189
Gap between HOMO and LUMO, eV: 9.245
Charge: 0



[8]
Formula: C4H4O
Source: the OMol25 dataset
Level of theory: ωB97M-V/def2-TZVPD

```
9
Properties=species:S:1:pos:R:3
C -0.31521 -0.62038 -0.72603
H 1.51844 0.99640 1.50047
O -0.13137 1.32834 0.31754
H -0.58520 -1.44641 -1.36724
H 0.60069 -1.67202 0.70461
C 0.72716 -0.71898 0.23888
H -1.78888 1.02109 -0.90812
C -0.86085 0.59725 -0.57027
C 0.83522 0.51472 0.81016
```

Summary:
Relative energy (zero: lowest compared OMol25 entry of this formula, charge and spin), kJ/mol: 97.3
Highest occupied orbital energy, eV: -8.83
E_tot, eV: -6258.3709
SMILES string: c1ccoc1
Gap between HOMO and LUMO, eV: 9.964
Charge: 0